Arrangement a

Molecular formula: C3H2ClF5O
Method: DFT, the ωB97M-V functional and the def2-TZVPD basis

* gap between HOMO and LUMO: 12.7002 eV
* LUMO: 0.7 eV
* SMILES string: FC(F)(F)COC(F)(F)Cl

Structure (ORCA input):
```
! wB97M-V def2-TZVPD RIJCOSX def2/J DEFGRID3
* xyz 0 1
F -2.95 0.16 -0.18
C -1.66 -0.38 0.18
F -1.63 -1.65 -0.26
F -1.40 -0.34 1.45
C -0.52 0.39 -0.39
O 0.58 -0.52 -0.15
C 1.73 0.08 0.11
F 1.91 1.21 -0.70
F 1.74 0.63 1.39
Cl 2.96 -1.26 0.08
H -0.47 0.24 -1.45
H -0.29 1.44 -0.10
*
```

Arrangement b

Molecular formula: C3H2ClF5O
Method: DFT, the ωB97M-V functional and the def2-TZVPD basis

* gap between HOMO and LUMO: 12.5058 eV
* LUMO: 0.6 eV
* SMILES string: FC(F)O[C@H](Cl)C(F)(F)F

Structure (ORCA input):
```
! wB97M-V def2-TZVPD RIJCOSX def2/J DEFGRID3
* xyz 0 1
F -2.90 0.21 0.02
C -1.58 0.02 -0.28
F -1.52 -1.26 -0.67
O -0.80 0.25 0.87
C 0.49 0.57 0.64
Cl 0.66 2.05 -0.36
C 1.26 -0.56 -0.05
F 2.53 -0.22 -0.13
F 1.16 -1.68 0.73
F 0.91 -0.92 -1.35
H -1.16 0.82 -1.07
H 0.96 0.71 1.64
*
```

Most stable: arrangement b. Least stable: arrangement a.

Arrangement a

Molecular formula: C2H6NO2P
Method: DFT, the ωB97M-V functional and the def2-TZVPD basis

* gap between HOMO and LUMO: 8.9941 eV
* LUMO: 0.6 eV
* SMILES string: NC(=O)[PH2]1CO1

Structure (ORCA input):
```
! wB97M-V def2-TZVPD RIJCOSX def2/J DEFGRID3
* xyz 0 1
N 2.01 -0.71 0.18
C 1.12 0.31 -0.05
O 1.18 1.49 -0.09
P -0.64 -0.40 0.19
C -1.55 1.00 -0.64
O -1.75 0.52 0.84
H 1.61 -1.59 0.39
H 3.02 -0.53 0.00
H -0.22 -1.30 1.40
H -1.23 -1.53 -0.28
H -2.52 0.88 -1.05
H -1.04 1.86 -0.89
*
```

Arrangement b

Molecular formula: C2H6NO2P
Method: DFT, the ωB97M-V functional and the def2-TZVPD basis

* gap between HOMO and LUMO (spin up / spin down): 7.1972 / 7.1175 eV
* LUMO (spin up / spin down): -2.4 / -2.4 eV

Structure (ORCA input):
```
! wB97M-V def2-TZVPD RIJCOSX def2/J DEFGRID3
* xyz 0 1
C 0.74 0.14 0.01
C 1.85 1.03 -0.26
N -1.89 -1.31 0.35
O 0.96 -1.90 -0.45
O -1.63 0.88 -0.95
P -1.12 0.17 0.24
H 1.88 2.05 0.27
H 1.94 1.13 -1.31
H 2.72 0.45 0.16
H -2.40 -1.45 -0.50
H -1.51 -2.02 0.98
H -1.55 0.84 1.46
*
```

Arrangement c

Molecular formula: C2H6NO2P
Method: DFT, the ωB97M-V functional and the def2-TZVPD basis

* gap between HOMO and LUMO: 9.7864 eV
* LUMO: 0.2 eV
* SMILES string: CC(=O)[P@H](N)=O

Structure (ORCA input):
```
! wB97M-V def2-TZVPD RIJCOSX def2/J DEFGRID3
* xyz 0 1
C 1.59 -0.99 0.17
C 0.77 0.12 -0.41
O 1.09 1.25 -0.66
P -1.08 -0.16 -0.46
N -1.51 1.19 0.49
O -1.80 -1.30 0.03
H 0.93 -1.86 0.12
H 1.74 -0.82 1.16
H 2.65 -1.02 -0.18
H -1.33 0.52 -1.94
H -1.75 0.92 1.39
H -1.29 2.15 0.30
*
```

Arrangement d

Molecular formula: C2H6NO2P
Method: DFT, the ωB97M-V functional and the def2-TZVPD basis

* gap between HOMO and LUMO: 8.3256 eV
* LUMO: 0.6 eV

Structure (ORCA input):
```
! wB97M-V def2-TZVPD RIJCOSX def2/J DEFGRID3
* xyz 0 1
C -0.66 -0.29 1.63
C 0.42 -0.03 0.70
N 1.64 -0.63 0.67
O -0.17 0.65 -3.14
O -1.61 0.61 1.10
P -0.52 1.25 -0.02
H -0.97 -1.35 1.65
H -0.62 0.10 2.61
H -0.37 1.47 -2.67
H -0.97 0.17 -3.12
H 2.18 -0.30 -0.05
H 1.64 -1.66 0.64
*
```

Most stable: arrangement c. Least stable: arrangement b.

Arrangement a

Molecular formula: CaH2O
Method: DFT, the ωB97M-V functional and the def2-TZVPD basis

* gap between HOMO and LUMO: 9.7395 eV
* LUMO: -11.5 eV

Structure (ORCA input):
```
! wB97M-V def2-TZVPD RIJCOSX def2/J DEFGRID3
* xyz 2 1
O -0.06 0.22 -0.43
H 0.76 -0.22 -0.76
H -0.63 0.31 -1.23
Ca -0.07 -0.31 2.42
*
```

Arrangement b

Molecular formula: CaH2O
Method: DFT, the ωB97M-V functional and the def2-TZVPD basis

* gap between HOMO and LUMO: 13.1406 eV
* LUMO: -11.1 eV

Structure (ORCA input):
```
! wB97M-V def2-TZVPD RIJCOSX def2/J DEFGRID3
* xyz 2 1
O 0.07 -0.07 -0.27
H -0.79 -0.32 -0.68
H 0.66 -0.83 -0.47
Ca 0.06 1.22 1.42
*
```

Most stable: arrangement b. Least stable: arrangement a.

Arrangement a

Molecular formula: C20H24N4O3
Method: DFT, the ωB97M-V functional and the def2-TZVPD basis

* gap between HOMO and LUMO: 8.8973 eV
* LUMO: 0.7 eV
* SMILES string: COc1ccc(/C(C)=N\NC(=O)[C@@H](c2ccncc2)N2CCOCC2)cc1

Structure (ORCA input):
```
! wB97M-V def2-TZVPD RIJCOSX def2/J DEFGRID3
* xyz 0 1
C -5.63 -1.32 1.46
O -4.66 -1.46 0.46
C -3.85 -0.40 0.18
C -3.92 0.84 0.80
C -3.05 1.85 0.44
C -2.07 1.64 -0.52
C -1.11 2.69 -0.90
C -1.67 4.02 -1.28
N 0.16 2.56 -0.99
N 0.77 1.40 -0.56
C 0.56 0.78 0.63
O -0.28 1.09 1.45
C 1.49 -0.43 0.81
C 0.78 -1.51 0.06
C 0.94 -1.68 -1.32
C 0.19 -2.65 -1.96
N -0.68 -3.43 -1.34
C -0.84 -3.27 -0.04
C -0.14 -2.33 0.70
N 2.83 -0.15 0.31
C 3.47 0.92 1.06
C 4.82 1.25 0.41
O 5.66 0.12 0.39
C 5.04 -0.95 -0.29
C 3.70 -1.32 0.35
C -2.01 0.39 -1.15
C -2.89 -0.61 -0.81
H -6.13 -2.28 1.52
H -5.18 -1.09 2.43
H -6.36 -0.54 1.21
H -4.65 1.04 1.57
H -3.10 2.80 0.95
H -0.87 4.65 -1.68
H -2.45 3.90 -2.02
H -2.10 4.50 -0.41
H 1.64 1.21 -1.03
H 1.50 -0.67 1.89
H 1.64 -1.07 -1.87
H 0.30 -2.82 -3.02
H -1.57 -3.91 0.42
H -0.32 -2.23 1.76
H 2.84 1.81 1.05
H 3.64 0.62 2.11
H 5.34 2.01 0.97
H 4.64 1.60 -0.62
H 5.73 -1.79 -0.23
H 4.87 -0.68 -1.34
H 3.24 -2.14 -0.20
H 3.87 -1.64 1.39
H -1.27 0.21 -1.92
H -2.86 -1.57 -1.30
*
```

Arrangement b

Molecular formula: C20H24N4O3
Method: DFT, the ωB97M-V functional and the def2-TZVPD basis

* gap between HOMO and LUMO: 9.1053 eV
* LUMO: 0.8 eV
* SMILES string: COCCNC(=O)CCc1nc2cccnc2n1Cc1ccc(OC)cc1

Structure (ORCA input):
```
! wB97M-V def2-TZVPD RIJCOSX def2/J DEFGRID3
* xyz 0 1
C 2.68 -2.24 2.69
O 2.34 -1.33 3.71
C 1.98 -0.04 3.25
C 0.52 0.26 3.60
N -0.36 -0.71 2.99
C -1.10 -0.43 1.89
O -1.21 0.69 1.44
C -1.83 -1.63 1.31
C -1.84 -1.52 -0.21
C -0.46 -1.64 -0.75
N 0.54 -2.22 -0.13
C 1.61 -2.13 -0.99
C 2.92 -2.57 -0.93
C 3.72 -2.29 -2.02
C 3.20 -1.60 -3.12
N 1.95 -1.18 -3.22
C 1.20 -1.45 -2.17
N -0.13 -1.17 -1.99
C -0.94 -0.43 -2.92
C -1.42 0.88 -2.32
C -0.55 1.67 -1.59
C -0.99 2.84 -0.99
C -2.31 3.23 -1.12
O -2.85 4.35 -0.56
C -2.06 5.10 0.32
C -3.18 2.45 -1.88
C -2.74 1.29 -2.47
H 3.61 -1.95 2.20
H 2.82 -3.20 3.19
H 1.89 -2.33 1.94
H 2.12 0.04 2.17
H 2.63 0.70 3.75
H 0.23 1.24 3.23
H 0.39 0.22 4.69
H -0.20 -1.67 3.25
H -1.35 -2.56 1.62
H -2.86 -1.62 1.69
H -2.25 -0.55 -0.49
H -2.46 -2.31 -0.65
H 3.30 -3.11 -0.07
H 4.75 -2.60 -2.04
H 3.83 -1.38 -3.97
H -0.31 -0.24 -3.79
H -1.80 -1.04 -3.23
H 0.48 1.37 -1.48
H -0.29 3.42 -0.41
H -1.21 5.57 -0.20
H -2.71 5.89 0.71
H -1.69 4.49 1.15
H -4.21 2.77 -1.98
H -3.43 0.68 -3.04
*
```

Most stable: arrangement b. Least stable: arrangement a.

Arrangement a

Molecular formula: C18H16N2O3
Method: DFT, the ωB97M-V functional and the def2-TZVPD basis

* gap between HOMO and LUMO: 8.1915 eV
* LUMO: 0.4 eV
* SMILES string: Cc1ccc(NC(=O)c2ccc(COc3ccccc3)o2)nc1

Structure (ORCA input):
```
! wB97M-V def2-TZVPD RIJCOSX def2/J DEFGRID3
* xyz 0 1
C -2.79 -3.70 0.16
C -2.83 -2.29 -0.41
C -3.68 -1.61 -0.95
C -3.63 -0.37 -1.45
C -2.48 0.39 -1.33
N -2.51 1.67 -1.56
C -1.45 2.31 -1.30
O -1.50 3.54 -1.47
C -0.03 1.96 -1.47
C 0.42 0.85 -2.07
C 1.85 0.68 -1.72
C 1.93 1.63 -0.41
C 3.03 1.82 0.51
O 3.50 0.41 0.77
C 2.81 -0.39 1.63
C 3.55 -1.65 1.72
C 2.83 -2.64 2.67
C 1.46 -2.49 2.97
C 0.86 -1.18 2.81
C 1.57 -0.46 1.79
O 0.76 2.42 -0.39
N -1.61 -0.18 -0.47
C -1.80 -1.54 -0.10
H -1.77 -4.06 0.50
H -2.91 -4.31 -0.51
H -3.57 -3.95 0.81
H -4.54 -2.47 -1.43
H -4.42 -0.09 -2.11
H -3.33 2.13 -1.76
H 0.11 0.52 -3.01
H 2.49 0.04 -1.98
H 3.81 2.19 -0.02
H 2.72 2.27 1.21
H 4.45 -1.68 1.46
H 3.35 -3.48 2.77
H 0.91 -3.35 3.43
H -0.08 -0.87 2.89
H 0.94 0.71 1.70
H -0.91 -1.96 0.63
*
```

Arrangement b

Molecular formula: C18H16N2O3
Method: DFT, the ωB97M-V functional and the def2-TZVPD basis

* gap between HOMO and LUMO: 9.1509 eV
* LUMO: 0.6 eV
* SMILES string: Oc1ncc(Cc2cccc(OCc3ccccc3)c2)c(O)n1

Structure (ORCA input):
```
! wB97M-V def2-TZVPD RIJCOSX def2/J DEFGRID3
* xyz 0 1
O 1.16 -2.34 6.01
C 1.56 -1.60 4.99
N 1.87 -0.34 5.33
C 2.16 0.47 4.31
C 2.11 0.06 2.97
C 2.47 0.99 1.84
C 1.19 1.52 1.30
C 0.48 2.52 1.98
C -0.74 3.00 1.50
C -1.30 2.45 0.36
C -0.65 1.42 -0.32
O -1.25 0.95 -1.51
C -0.56 -0.10 -2.21
C -1.31 -0.63 -3.39
C -1.26 -1.99 -3.76
C -2.00 -2.48 -4.87
C -2.81 -1.60 -5.62
C -2.86 -0.26 -5.29
C -2.10 0.22 -4.23
C 0.60 0.98 0.17
C 1.77 -1.27 2.79
O 1.70 -1.83 1.56
N 1.54 -2.09 3.76
H 1.29 -1.73 6.78
H 2.50 1.49 4.50
H 3.11 0.49 1.10
H 3.08 1.81 2.23
H 0.88 2.96 2.90
H -1.33 3.74 2.07
H -2.25 2.80 -0.03
H 0.41 0.30 -2.53
H -0.41 -0.92 -1.49
H -0.58 -2.66 -3.21
H -1.91 -3.53 -5.13
H -3.34 -1.93 -6.52
H -3.51 0.40 -5.86
H -2.14 1.25 -3.93
H 1.13 0.16 -0.29
H 1.32 -2.69 1.76
*
```

Most stable: arrangement b. Least stable: arrangement a.